Record 1
This record from the Open Molecules 2025 dataset describes C17H34O2P2Pb as an isolated structure. The level of theory is ωB97M-V with the def2-TZVPD basis set.

For the relative energy (zero: lowest compared OMol25 entry of this formula, charge and spin), the calculation gives 0.0 kJ/mol. As for the orbital gap: 6.00 eV. As for the total charge: +2. The maximum force comes out at 0.0676 hartree/bohr. For the highest occupied orbital energy, the calculation gives -11.5 eV.

Each line ends with the natural charge from an NBO analysis.
CARTESIAN COORDINATES (ANGSTROEM)
P  -0.41158  -2.55524  1.54472  1.5674
P  -1.30727  1.94789  1.24023  1.8719
C  -1.46915  -1.07382  1.16259  -0.7170
C  -0.83545  0.23940  0.62577  -0.8282
H  -2.06571  -0.87397  2.07498  0.2683
H  -2.13232  -1.54901  0.42392  0.2601
H  0.29332  0.13351  0.69669  0.3171
H  -1.00682  0.25584  -0.48005  0.3052
C  -2.88970  2.61034  0.70796  -1.0189
H  -3.53106  2.79739  1.57430  0.3052
H  -3.45561  1.95831  0.03302  0.2901
H  -2.79096  3.56851  0.18478  0.3031
C  0.08569  3.05877  0.89907  -1.0182
H  0.05372  3.68209  -0.02550  0.2847
H  1.04710  2.51640  0.89718  0.3047
H  0.17761  3.73881  1.76954  0.2845
C  -1.38741  -4.01351  1.19396  -0.9851
H  -1.24559  -4.82971  1.90869  0.2992
H  -1.13282  -4.38670  0.19966  0.2820
H  -2.45001  -3.75650  1.18889  0.2775
C  1.15766  -2.75782  0.69030  -0.9966
H  1.74008  -1.82616  0.56639  0.2854
H  0.99756  -3.19391  -0.31052  0.2754
H  1.78769  -3.48691  1.24417  0.2980
Pb  2.17478  0.78832  -1.15959  0.4907
C  1.63250  1.82570  -3.05193  -0.4585
C  0.33385  1.66263  -2.44913  -0.3080
C  -0.69138  0.77360  -3.09245  -0.4355
C  -0.18228  -0.67257  -3.24468  -0.4694
C  0.84555  -1.02973  -2.20531  -0.2306
C  2.22689  -1.08264  -2.45494  -0.3603
C  2.86482  -0.43081  -3.66715  -0.4470
C  2.22960  0.92155  -4.13042  -0.4421
C  0.00978  -2.37476  3.28166  -0.9787
H  2.13668  2.80378  -2.99902  0.2589
H  -0.09636  2.49824  -1.85040  0.2084
H  -0.97236  1.16167  -4.09106  0.2389
H  -1.61292  0.80899  -2.48608  0.1884
H  -1.05605  -1.34653  -3.16243  0.2284
H  0.19354  -0.82612  -4.26776  0.2384
H  0.42219  -1.59893  -1.35496  0.1913
H  2.79691  -1.84427  -1.90093  0.2473
H  2.85320  -1.13756  -4.52923  0.2332
H  3.93542  -0.30551  -3.40641  0.2355
H  3.08683  1.49340  -4.53905  0.2521
H  1.51151  0.73644  -4.95244  0.2204
H  0.30161  -1.33791  3.45702  0.2740
H  0.83274  -3.01399  3.59570  0.2846
H  -0.83822  -2.57176  3.93249  0.2743
C  -0.71980  1.75636  5.02701  -0.7280
C  -0.22511  1.63702  3.63569  0.8246
O  0.77819  1.15344  3.13150  -0.5485
O  -1.32516  2.04939  2.85399  -0.8015
H  0.00950  1.87369  5.81715  0.2763
H  -1.28309  0.82406  5.20155  0.2627
H  -1.40233  2.60084  5.05082  0.2640


Record 2
This record from the Open Molecules 2025 dataset describes a 3-piece molecular cluster, C17H35B4F7O12S overall. The level of theory is ωB97M-V with the def2-TZVPD basis set.

As for the orbital gap: 9.23 eV. The structure (SMILES) is CCB(O)B1OBOB(S(=O)(=O)C(F)(F)C(F)(F)C(F)(F)F)O1.COCCOCCOC.COCCOCCOC. The maximum force comes out at 0.0172 hartree/bohr. For the highest occupied orbital energy, the calculation gives -9.2 eV.

Each line ends with the Löwdin charge.
CARTESIAN COORDINATES (ANGSTROEM)
C  -0.69124  -0.28670  0.68235  -0.0949
C  -1.08078  -0.62799  -0.76558  -0.1436
B  -2.17513  0.24590  -1.44939  -0.2908
O  -2.57038  -0.06173  -2.73872  0.1325
B  -2.93838  1.61958  -0.74144  -0.3048
O  -2.30644  2.67382  -0.10017  0.2606
B  -3.08575  3.68254  0.41336  -0.2587
O  -4.29216  3.29625  1.00431  0.2801
B  -4.85971  2.23104  0.38554  -0.5685
S  -6.24085  1.30898  1.30964  0.8420
O  -5.54766  0.49488  2.27024  -0.2532
O  -7.34015  2.15592  1.67251  -0.2613
C  -6.89901  0.10150  0.02734  -0.4822
F  -6.06333  -0.93972  0.01976  0.1370
F  -6.88326  0.67076  -1.18135  0.1341
C  -8.32028  -0.46871  0.30063  -0.3703
F  -8.26844  -1.16269  1.44008  0.1713
F  -8.55661  -1.31577  -0.71586  0.1598
C  -9.52784  0.53114  0.36222  -0.5373
F  -9.82924  0.83160  1.62149  0.1823
F  -10.59740  -0.03767  -0.20860  0.1745
F  -9.24854  1.65046  -0.31424  0.1706
O  -4.35826  1.71226  -0.76053  0.2594
H  0.34172  -0.57138  0.89954  0.0634
H  -1.30866  -0.83516  1.39801  0.0788
H  -0.76926  0.78251  0.89441  0.0641
H  -1.45426  -1.66024  -0.82245  0.1160
H  -0.20333  -0.61225  -1.43136  0.1098
H  -3.52318  -0.13452  -2.85631  0.1063
H  -2.81148  4.82701  0.29815  0.1250
C  2.72728  2.93605  -5.22804  -0.1129
O  3.48684  2.02568  -4.46865  -0.1909
C  2.95916  1.71867  -3.19502  -0.2011
C  3.07990  0.24808  -2.86704  -0.1870
O  2.23538  -0.61418  -3.60342  -0.1227
C  2.47553  -0.82425  -4.98297  -0.1820
C  3.70061  -1.65254  -5.29546  -0.2027
O  4.89872  -0.95065  -5.03013  -0.1924
C  5.90166  -1.70702  -4.39537  -0.1162
H  2.93537  3.97434  -4.94594  0.0869
H  3.00016  2.79866  -6.27364  0.0880
H  1.65309  2.75140  -5.11877  0.0862
H  1.90665  2.01919  -3.12884  0.1223
H  3.51730  2.27256  -2.42711  0.1277
H  2.73773  0.13169  -1.83427  0.1165
H  4.12384  -0.07413  -2.90436  0.1184
H  2.48880  0.11360  -5.54283  0.1182
H  1.61331  -1.40327  -5.32305  0.1297
H  3.66077  -1.91298  -6.36204  0.1273
H  3.66307  -2.58467  -4.71990  0.1242
H  5.48738  -2.33420  -3.59806  0.0865
H  6.61067  -1.00621  -3.95647  0.0878
H  6.43796  -2.34967  -5.10290  0.0873
C  3.83879  -0.18030  1.61487  -0.1099
O  3.03130  -0.97466  2.45092  -0.2012
C  3.63830  -2.15215  2.94407  -0.2006
C  3.27467  -2.40523  4.38965  -0.1848
O  3.84161  -1.49900  5.31755  -0.1181
C  3.33373  -0.17837  5.38714  -0.1846
C  1.96730  -0.05219  6.02224  -0.2037
O  0.94690  -0.56554  5.18843  -0.1963
C  -0.03326  -1.33097  5.84931  -0.1138
H  3.80874  -0.54127  0.58000  0.0785
H  3.43645  0.83252  1.64010  0.0881
H  4.87809  -0.15120  1.95746  0.0885
H  4.72833  -2.09738  2.84328  0.1240
H  3.28781  -3.01525  2.36098  0.1275
H  3.70723  -3.37398  4.65290  0.1291
H  2.19084  -2.48018  4.50207  0.1172
H  3.34850  0.31745  4.41427  0.1172
H  4.03209  0.34722  6.04343  0.1285
H  1.78398  1.01608  6.20217  0.1267
H  1.96864  -0.56159  6.99267  0.1244
H  0.41539  -2.00713  6.58522  0.0874
H  -0.54677  -1.92565  5.09494  0.0870
H  -0.77055  -0.69901  6.35702  0.0879


Record 3
This record from the Open Molecules 2025 dataset describes a 3-piece molecular cluster, C17H35F5O3PS overall. The level of theory is ωB97M-V with the def2-TZVPD basis set.

As for the orbital gap: 6.62 eV. As for the total charge: -1. The maximum force comes out at 0.0443 hartree/bohr. For the highest occupied orbital energy, the calculation gives -3.9 eV.

Each line ends with the natural charge from an NBO analysis.
CARTESIAN COORDINATES (ANGSTROEM)
C  3.83124  -0.65849  0.13815  -0.6250
C  2.29523  -0.51166  0.01225  -1.0379
P  1.97733  1.26426  -0.24201  1.0358
C  0.34552  1.74585  0.50393  -0.9570
O  1.65779  1.36265  -1.89763  -0.9957
S  1.57487  -1.11213  1.42615  2.0926
O  2.27740  -2.28170  1.91616  -0.9774
O  1.38696  -0.17146  2.51876  -0.9789
C  -0.12870  -1.82067  0.99556  0.3689
F  -1.09218  -1.23780  1.73524  -0.3166
F  -0.12426  -3.13531  1.28449  -0.3089
C  -0.54600  -1.73898  -0.49317  0.9213
F  -1.73751  -2.39551  -0.60018  -0.3400
F  0.29391  -2.36844  -1.30941  -0.2974
F  -0.76198  -0.49556  -0.92482  -0.3135
H  4.10738  -1.58851  0.62516  0.2292
H  4.24918  0.19933  0.65975  0.1905
H  4.20984  -0.71671  -0.88052  0.1980
H  -0.32570  2.03924  -0.30593  0.2198
H  -0.16145  0.98903  1.09032  0.2332
H  0.48916  2.63314  1.12982  0.1995
H  1.06592  0.62703  -2.09690  0.4675
C  -2.22309  -5.42777  -1.69664  -0.6101
C  -1.61947  -4.84865  -2.97226  -0.4031
C  -2.66607  -4.44077  -4.00771  -0.3968
C  -3.53552  -5.58248  -4.53668  -0.3955
C  -2.76683  -6.73696  -5.17683  -0.3973
C  -1.96848  -6.32457  -6.41012  -0.6093
H  -2.77967  -6.34609  -1.89804  0.1878
H  -1.43844  -5.66840  -0.97850  0.2173
H  -2.89921  -4.71229  -1.22645  0.2081
H  -0.91638  -5.56679  -3.40493  0.1868
H  -1.03277  -3.96819  -2.71175  0.2210
H  -2.16070  -3.94897  -4.84411  0.1967
H  -3.32083  -3.68212  -3.56768  0.2028
H  -4.23704  -5.17336  -5.27186  0.1935
H  -4.15207  -5.97826  -3.72460  0.1989
H  -3.48391  -7.51055  -5.46699  0.1939
H  -2.09932  -7.19975  -4.44530  0.1967
H  -2.62445  -5.89664  -7.17152  0.1967
H  -1.46681  -7.18901  -6.84861  0.2038
H  -1.20197  -5.58810  -6.16664  0.2058
C  0.82768  8.48373  3.81360  -0.6089
C  0.21328  7.20984  4.38663  -0.3976
C  1.23948  6.27185  5.01950  -0.3959
C  2.29956  5.73033  4.05996  -0.3942
C  1.75164  4.97037  2.85238  -0.4026
C  0.96861  3.71537  3.22468  -0.5963
H  1.52889  8.26476  3.00741  0.2042
H  0.05159  9.13375  3.40524  0.2030
H  1.35971  9.04153  4.58774  0.1951
H  -0.34466  6.68800  3.60516  0.1993
H  -0.51843  7.48768  5.15091  0.1938
H  0.71120  5.43701  5.48760  0.2035
H  1.74577  6.80013  5.83520  0.1909
H  2.96790  5.06924  4.62010  0.2018
H  2.92538  6.55528  3.70420  0.1908
H  2.59257  4.67938  2.21778  0.2120
H  1.12417  5.62904  2.24308  0.1849
H  1.58966  3.02186  3.79460  0.2134
H  0.63308  3.19019  2.31650  0.2110
H  0.08241  3.95204  3.81941  0.1862